Entry 1:
# C13H14N4O2S

The molecule C13H14N4O2S (ωB97M-V with the def2-TZVPD basis set, OMol25).

```
! wB97M-V def2-TZVPD RIJCOSX def2/J DEFGRID3
* xyz 0 1
O -1.6772 -0.1684 -2.6281
S 2.2051 2.9197 -4.1529
N 2.2077 2.3112 -0.2794
O -0.9774 2.2058 -1.2604
C -1.3090 -0.7176 -1.5985
C 1.7030 2.4621 -2.6554
C 1.1410 1.5537 -0.1327
C -0.2915 -1.4293 1.4462
C 0.1879 -1.3476 2.7576
C 1.4040 0.7018 2.2437
C 0.8718 0.6360 0.9427
C -0.0078 -0.3832 0.5039
C 0.9802 -0.2524 3.1872
N 2.4367 2.7918 -1.5382
N 0.7528 1.4617 -2.5444
N -0.3923 -0.0641 -0.8152
C 1.4760 -0.1191 4.5661
C 0.1414 1.2665 -1.2409
C -2.9139 -2.6158 -2.2236
C -2.0631 -1.9712 -1.1284
H -1.6414 1.8233 -1.8875
H -0.9088 -2.3024 1.2396
H -0.0359 -2.1558 3.4491
H 2.0855 1.5124 2.5258
H 3.1108 3.5077 -1.6184
H 0.1687 1.3296 -3.3504
H 2.0166 -0.9990 4.9030
H 2.1113 0.7441 4.6464
H 0.6513 0.0662 5.2464
H -3.6115 -1.8725 -2.6992
H -3.4708 -3.4511 -1.8237
H -2.2838 -3.0074 -3.0003
H -1.3734 -2.7353 -0.7903
H -2.6941 -1.7017 -0.2898
*
```

Its energy above the lowest of the compared OMol25 structures with the same formula, charge and spin is 1.9714 eV. The value obtained for the highest occupied orbital energy is -8.14 eV. As for the structure (SMILES): CCC(=O)N1c2ccc(C)cc2C2=NNC(=S)N[C@]21O. As for the LUMO energy: -0.421 eV. The total energy is -1271.47294 Eh.


Entry 2:
# C6H6O2S2

The molecule C6H6O2S2 (ωB97M-V with the def2-TZVPD basis set, OMol25).

```
! wB97M-V def2-TZVPD RIJCOSX def2/J DEFGRID3
* xyz 0 1
C -1.0633 1.2344 0.7900
C -1.2655 -0.0227 1.3216
C -0.0141 1.6629 0.0615
C 1.1690 1.0543 -0.4946
C -1.2042 -1.1880 0.6665
C 1.2898 -0.3258 -1.1815
O -1.7168 -2.3194 1.0890
O 2.3291 -1.1170 -0.9515
S 1.3210 1.1073 -2.3189
S -0.4236 -1.1221 -1.0321
H -1.8330 2.0529 0.8893
H -1.6360 -0.0193 2.4158
H -0.1038 2.6486 -0.1667
H 2.2139 1.3567 -0.2223
H -1.3801 -3.0785 0.4961
H 2.3176 -1.9241 -1.3622
*
```

Its energy above the lowest of the compared OMol25 structures with the same formula, charge and spin is 2.1991 eV. The value obtained for the highest occupied orbital energy is -8.39 eV. As for the structure (SMILES): OC1=CC=C[C@@H]2S[C@]2(O)S1. As for the LUMO energy: 0.401 eV. The total energy is -1178.96251 Eh.


Entry 3:
# C3H4N2O3

The molecule C3H4N2O3 (ωB97M-V with the def2-TZVPD basis set, OMol25).

```
! wB97M-V def2-TZVPD RIJCOSX def2/J DEFGRID3
* xyz 0 1
C -1.4710 -0.7956 0.9103
C 0.4151 -0.5616 -0.5856
C 1.4219 1.4854 -0.4364
H -2.3116 -1.4091 1.2027
H -0.6184 -2.1817 -0.4671
H -0.4820 1.0036 0.5782
H 2.3061 0.7965 -0.7532
N -0.5133 -1.2928 0.1133
N 0.4265 0.7179 -0.0589
O -1.6569 0.3813 1.2540
O 1.0427 -0.8932 -1.5016
O 1.4408 2.7493 -0.2558
*
```

Its energy above the lowest of the compared OMol25 structures with the same formula, charge and spin is 0.9848 eV. The value obtained for the highest occupied orbital energy is -9.79 eV. As for the structure (SMILES): O=CNC(=O)NC=O. As for the LUMO energy: 0.039 eV. The total energy is -451.94356 Eh.


Entry 4:
# C20H33Cl2N2O4Yb

A structure of composition C20H33Cl2N2O4Yb (ωB97M-V with the def2-TZVPD basis set, OMol25).

```
! wB97M-V def2-TZVPD RIJCOSX def2/J DEFGRID3
* xyz 0 2
O -1.9095 2.3009 -0.7595
C -1.2591 2.0362 -1.8782
C -2.1973 1.4371 -2.9359
C -2.6502 0.1238 -2.8277
H -2.2968 -0.5018 -2.0025
C -3.5305 -0.3907 -3.7913
H -3.8985 -1.4107 -3.6912
C -3.9378 0.3974 -4.8750
H -4.6279 0.0037 -5.6328
C -3.4564 1.7106 -4.9785
H -3.7536 2.3391 -5.8189
C -2.6042 2.2359 -3.9984
H -2.2448 3.2693 -4.0407
H -1.1624 3.1248 -2.0342
C 1.2946 2.2990 -1.4007
C 0.2269 1.4152 -1.9491
H 1.6944 2.9590 -2.1900
H 2.1510 1.7075 -1.0118
H 0.9109 2.9517 -0.6159
C 0.5411 0.4158 -2.8106
C 1.8290 0.2350 -3.5711
H -0.1780 -0.3920 -2.9841
H 1.6335 0.3341 -4.6559
H 2.2191 -0.7835 -3.4061
H 2.6186 0.9637 -3.3123
Yb 0.8278 -0.4357 -0.1771
Cl -0.2290 -2.5023 -1.4118
Cl 3.3116 -0.5725 -0.7614
C 1.9412 -2.6939 1.1434
O 1.4007 -1.6753 1.6301
N 2.6227 -3.5779 1.8600
C 2.8145 -3.3142 3.2872
C 3.2784 -4.7204 1.2335
H 1.8663 -2.8833 0.0571
H 2.2116 -2.4374 3.5503
H 3.8709 -3.1089 3.5128
H 2.4925 -4.1772 3.8830
H 2.9008 -4.8107 0.2060
H 3.0518 -5.6403 1.7878
H 4.3689 -4.5789 1.1951
H 1.9939 3.2504 3.9089
H -0.5022 4.3568 3.9306
C 1.8952 3.3678 2.8217
C -0.3949 4.3299 2.8352
N 0.4957 3.2514 2.4325
H 2.5006 2.6157 2.3112
C 0.0264 2.1733 1.7868
O 0.7616 1.2564 1.3693
H -1.3806 4.1716 2.3778
H -1.0696 2.1722 1.6278
H 2.2373 4.3770 2.5674
H 0.0151 5.2948 2.5041
C -2.0321 -1.5088 3.6076
C -1.6600 -1.7667 2.1680
C -1.8398 -3.1898 1.7137
O -1.2127 -0.8641 1.4562
H -2.4950 -2.3831 4.0611
H -2.7180 -0.6638 3.6905
H -1.1270 -1.2614 4.1690
H -1.5928 -3.2699 0.6465
H -1.1670 -3.8402 2.2995
H -2.8766 -3.5217 1.8906
*
```

Its energy above the lowest of the compared OMol25 structures with the same formula, charge and spin is 1.5888 eV. The value obtained for the highest occupied orbital energy (spin up / spin down) is -6.01 / -5.81 eV. As for the LUMO energy (spin up / spin down): 0.358 / -1.287 eV. The total energy is -3271.49213 Eh.


Entry 5:
# C20H38Br2F3N5O3

A cluster of 2 separate species, C20H38Br2F3N5O3 in total (ωB97M-V with the def2-TZVPD basis set, OMol25).

```
! wB97M-V def2-TZVPD RIJCOSX def2/J DEFGRID3
* xyz 1 2
C -4.0385 6.3320 -0.7248
N -3.7138 5.0347 -1.4320
C -4.1195 5.1704 -2.9145
C -2.2098 4.7246 -1.3843
O -1.3007 5.4976 -0.7601
C -1.7621 3.3367 -2.2012
N -0.4924 2.7061 -1.6630
C 0.7895 2.9793 -2.4419
C 0.7392 2.1042 -3.8310
O 0.6642 3.0385 -5.0007
C -0.5457 1.9271 -0.4997
N 0.7262 1.3298 0.0716
N -1.9086 1.7561 0.1387
C -2.4755 0.3676 -0.0208
C -2.1401 -0.3878 -1.4337
C -3.4352 -1.3190 -1.9361
F -2.9022 -2.1171 -3.0997
Br -4.8087 -0.0714 -2.7085
C -4.0019 -2.3267 -0.7740
F -4.4198 -3.5894 -1.4901
F -2.9723 -2.7531 0.2230
Br -5.7123 -1.6589 0.1079
H -3.2723 7.2013 -0.9521
H -4.1531 6.1039 0.4300
H -5.0982 6.7322 -1.1000
H -3.3039 5.8698 -3.4255
H -5.2040 5.6394 -3.0096
H -4.1742 4.1234 -3.4495
H -1.6286 3.6404 -3.3446
H -2.7136 2.6485 -2.1833
H 1.7720 2.8401 -1.8224
H 0.7388 4.1313 -2.7443
H 1.6938 1.4014 -3.9385
H -0.2703 1.4695 -3.8766
H -0.2704 3.4044 -5.0591
H 0.5640 0.8207 0.9676
H 1.2443 0.7510 -0.6313
H -1.7507 1.8777 1.1652
H -3.6623 0.4803 0.0267
H -2.1941 -0.3314 0.8866
H -1.2454 -1.1576 -1.2684
H -1.8988 0.3154 -2.3366
C 2.8352 -4.4447 0.6488
C 2.9276 -2.9568 1.0843
C 4.3811 -2.5845 1.4887
C 4.7864 -3.0656 2.8692
C 3.7727 -2.6084 3.9163
C 2.3234 -3.0457 3.5760
N 1.9226 -2.6868 2.1670
O 1.6456 -1.3084 2.1493
C 2.1987 -4.5759 3.8114
C 1.3588 -2.4399 4.6502
C 2.6268 -2.1962 -0.2563
H 2.8794 -5.1615 1.4597
H 1.8987 -4.6360 0.1109
H 3.6586 -4.7047 -0.0265
H 4.4982 -1.4923 1.4655
H 5.0921 -2.9779 0.7546
H 4.8931 -4.1531 2.8784
H 5.7756 -2.6584 3.1254
H 4.0676 -3.0020 4.8996
H 3.8259 -1.5128 4.0046
H 1.2594 -4.9657 3.3992
H 2.1991 -4.8124 4.8839
H 3.0295 -5.1513 3.4020
H 1.4201 -1.3491 4.7071
H 1.6015 -2.8118 5.6516
H 0.3184 -2.7183 4.4400
H 1.5944 -2.3628 -0.5877
H 3.2881 -2.5458 -1.0591
H 2.7884 -1.1142 -0.1736
*
```

The value obtained for the highest occupied orbital energy (spin up / spin down) is -11.53 / -12.21 eV. As for the LUMO energy (spin up / spin down): -3.905 / -3.905 eV. The total energy is -6731.40481 Eh.


What did the fourth record say?
# C20H33Cl2N2O4Yb

A structure of composition C20H33Cl2N2O4Yb (ωB97M-V with the def2-TZVPD basis set, OMol25).

```
! wB97M-V def2-TZVPD RIJCOSX def2/J DEFGRID3
* xyz 0 2
O -1.9095 2.3009 -0.7595
C -1.2591 2.0362 -1.8782
C -2.1973 1.4371 -2.9359
C -2.6502 0.1238 -2.8277
H -2.2968 -0.5018 -2.0025
C -3.5305 -0.3907 -3.7913
H -3.8985 -1.4107 -3.6912
C -3.9378 0.3974 -4.8750
H -4.6279 0.0037 -5.6328
C -3.4564 1.7106 -4.9785
H -3.7536 2.3391 -5.8189
C -2.6042 2.2359 -3.9984
H -2.2448 3.2693 -4.0407
H -1.1624 3.1248 -2.0342
C 1.2946 2.2990 -1.4007
C 0.2269 1.4152 -1.9491
H 1.6944 2.9590 -2.1900
H 2.1510 1.7075 -1.0118
H 0.9109 2.9517 -0.6159
C 0.5411 0.4158 -2.8106
C 1.8290 0.2350 -3.5711
H -0.1780 -0.3920 -2.9841
H 1.6335 0.3341 -4.6559
H 2.2191 -0.7835 -3.4061
H 2.6186 0.9637 -3.3123
Yb 0.8278 -0.4357 -0.1771
Cl -0.2290 -2.5023 -1.4118
Cl 3.3116 -0.5725 -0.7614
C 1.9412 -2.6939 1.1434
O 1.4007 -1.6753 1.6301
N 2.6227 -3.5779 1.8600
C 2.8145 -3.3142 3.2872
C 3.2784 -4.7204 1.2335
H 1.8663 -2.8833 0.0571
H 2.2116 -2.4374 3.5503
H 3.8709 -3.1089 3.5128
H 2.4925 -4.1772 3.8830
H 2.9008 -4.8107 0.2060
H 3.0518 -5.6403 1.7878
H 4.3689 -4.5789 1.1951
H 1.9939 3.2504 3.9089
H -0.5022 4.3568 3.9306
C 1.8952 3.3678 2.8217
C -0.3949 4.3299 2.8352
N 0.4957 3.2514 2.4325
H 2.5006 2.6157 2.3112
C 0.0264 2.1733 1.7868
O 0.7616 1.2564 1.3693
H -1.3806 4.1716 2.3778
H -1.0696 2.1722 1.6278
H 2.2373 4.3770 2.5674
H 0.0151 5.2948 2.5041
C -2.0321 -1.5088 3.6076
C -1.6600 -1.7667 2.1680
C -1.8398 -3.1898 1.7137
O -1.2127 -0.8641 1.4562
H -2.4950 -2.3831 4.0611
H -2.7180 -0.6638 3.6905
H -1.1270 -1.2614 4.1690
H -1.5928 -3.2699 0.6465
H -1.1670 -3.8402 2.2995
H -2.8766 -3.5217 1.8906
*
```

Its energy above the lowest of the compared OMol25 structures with the same formula, charge and spin is 1.5888 eV. The value obtained for the highest occupied orbital energy (spin up / spin down) is -6.01 / -5.81 eV. As for the LUMO energy (spin up / spin down): 0.358 / -1.287 eV. The total energy is -3271.49213 Eh.